DFT (ωB97M-V with the def2-TZVPD basis set) results for 11 unconnected molecules or ions with the total composition C48H106BrINO15PS.

Properties
- Calculated total energy: -181963.629 eV
- Structure (SMILES): CCN[C@@H](OC)[C@@H](CCCI)O[C@](CC(=O)Br)(OC(=O)c1ccccc1)[PH2]=S.CC(C)O.CC(C)O.CC(C)O.CC(C)O.CC(C)O.CC(C)O.CC(C)O.CC(C)O.CC(C)O.CC(C)O
- Net charge: 0

Last column: Mulliken charge in e.
Atoms and positions in Å:
I: 2.367 4.422 -1.981  0.02
Br: -5.743 0.841 -4.169  -0.19
S: -0.885 -1.049 -7.139  -0.41
P: -1.639 -1.595 -5.420  0.23
O: -1.455 0.907 -1.518  -0.63
O: -3.376 4.116 6.435  -0.43
O: 3.571 3.394 -6.595  -0.45
O: 1.475 -1.920 -3.280  0.23
O: 3.084 -0.971 5.368  -0.54
O: -4.194 -1.305 -3.486  -0.22
O: 2.032 -5.048 2.656  -0.46
O: -2.531 0.296 3.888  -0.53
O: -6.591 -4.305 -2.366  -0.51
O: 3.845 -1.463 -0.334  -0.58
O: -4.366 -6.475 0.084  -0.45
O: 5.126 7.199 -2.125  -0.48
O: -1.312 -0.967 -2.821  0.12
O: -0.463 0.574 -4.463  -0.11
O: 3.397 3.417 7.233  -0.43
N: 2.951 -0.688 -4.683  -0.16
C: 0.018 -6.242 2.080  -1.13
C: -2.975 -0.260 0.444  -0.67
C: 4.599 -2.120 -3.394  -1.22
C: 1.352 -3.242 -3.779  -1.15
C: -2.794 0.584 -4.118  -1.05
C: -4.185 -2.122 1.240  -0.45
C: -3.761 -0.822 1.422  -0.67
C: 2.247 3.267 -8.606  -1.27
C: 0.875 2.936 -4.207  -0.78
C: -3.605 -7.643 -0.238  0.71
C: 3.161 3.456 9.632  -1.37
C: 4.807 0.157 6.622  -1.43
C: -0.854 1.414 5.218  -1.08
C: -5.356 -4.944 -4.333  -0.85
C: -5.452 3.132 7.165  -1.23
C: 0.653 3.357 -2.731  -0.55
C: 1.817 -2.459 0.512  -1.67
C: 2.430 -0.088 1.036  -1.54
C: 1.542 -0.911 -4.298  -1.49
C: -1.495 -0.255 -4.055  0.25
C: 3.405 1.384 4.943  -0.84
C: -4.877 5.517 7.700  -1.33
C: -3.841 -2.892 0.156  -0.95
C: -2.180 2.650 3.485  -1.30
C: 5.176 8.535 -2.620  0.38
C: -7.821 -4.481 -4.433  -1.41
C: 4.819 8.547 -4.099  -1.17
C: -4.755 4.394 6.681  0.38
C: 2.476 3.678 8.293  0.57
C: 1.756 -7.256 3.584  -1.38
C: -4.082 -0.188 -3.869  0.33
C: 3.476 2.757 -7.868  0.58
C: 3.434 0.275 5.979  0.63
C: 1.944 5.097 8.171  -1.43
C: -3.041 -2.290 -0.813  0.03
C: -2.197 1.539 4.522  0.82
C: -2.610 -0.975 -0.701  0.43
C: 1.661 1.591 -4.367  -0.29
C: 3.863 -0.756 -3.534  0.11
C: 4.230 9.415 -1.816  -1.20
C: 2.488 -1.194 0.003  2.89
C: -1.744 -0.250 -1.720  0.01
C: -3.345 -7.638 -1.729  -1.08
C: 0.816 0.403 -3.843  0.87
C: 1.504 -6.347 2.391  0.34
C: -4.344 -8.899 0.196  -1.38
C: -6.680 -5.032 -3.592  0.43
C: 4.745 3.014 -8.666  -1.45
H: 5.638 -1.977 -3.080  0.40
H: 2.136 2.780 -9.576  0.39
H: 1.840 1.503 -5.441  -0.03
H: 1.573 -4.692 3.425  0.33
H: -2.774 -2.879 -1.690  0.54
H: 2.035 -6.731 1.518  0.27
H: 0.767 -2.280 0.755  0.33
H: 5.618 2.651 -8.122  0.36
H: 2.321 -2.835 1.406  0.43
H: -5.199 -6.524 -0.400  0.30
H: -2.985 -1.939 -5.644  0.10
H: -4.194 -3.926 0.026  0.55
H: 2.585 1.716 -3.796  0.15
H: 1.398 0.159 1.292  0.30
H: 1.221 5.318 8.958  0.41
H: -0.525 -5.815 2.928  0.32
H: 5.565 -0.086 5.871  0.36
H: 0.426 2.501 -2.091  0.04
H: -5.188 4.711 5.732  0.26
H: 1.997 -0.864 -0.915  -1.38
H: 3.662 4.341 -6.746  0.30
H: 2.761 5.822 8.236  0.36
H: -0.408 -7.221 1.852  0.34
H: -3.148 2.723 2.987  0.33
H: 1.463 5.244 7.203  0.34
H: 1.381 -8.264 3.401  0.38
H: 1.269 -6.861 4.480  0.36
H: 4.314 -1.757 0.455  0.40
H: 5.091 1.088 7.116  0.32
H: 3.739 -1.156 4.687  0.33
H: 3.201 9.053 -1.901  0.30
H: -2.614 0.762 0.548  0.58
H: -3.767 -9.796 -0.034  0.38
H: -7.652 -3.425 -4.666  0.31
H: -0.092 2.915 -4.723  0.31
H: -6.887 -6.072 -3.330  0.29
H: -0.988 -2.783 -5.018  -0.03
H: 4.263 10.450 -2.160  0.36
H: -4.406 5.232 8.646  0.35
H: 1.080 -1.309 -5.214  0.99
H: -5.000 2.772 8.094  0.31
H: -2.737 -8.485 -2.053  0.43
H: -2.664 -7.570 0.309  -0.05
H: 2.418 1.451 4.481  0.00
H: -4.541 -5.333 -3.720  0.11
H: -2.832 -6.715 -2.003  0.20
H: -7.925 -5.031 -5.369  0.38
H: -5.313 -8.970 -0.305  0.35
H: 2.011 -3.876 -3.168  0.32
H: -8.762 -4.541 -3.886  0.35
H: -5.108 -3.903 -4.560  0.12
H: 6.201 8.883 -2.487  0.29
H: -2.743 1.466 -3.470  0.52
H: 3.651 2.341 5.388  0.31
H: 0.329 -3.599 -3.598  0.15
H: 2.921 0.811 0.658  0.47
H: -4.365 6.412 7.345  0.32
H: 3.809 8.157 -4.255  0.30
H: 4.131 4.036 7.318  0.29
H: 1.687 -3.361 -4.818  0.39
H: -5.392 -5.510 -5.266  0.45
H: -5.351 2.332 6.430  0.27
H: -4.539 -8.876 1.269  0.34
H: -4.836 -2.565 1.994  0.42
H: 4.119 1.182 4.136  0.38
H: -5.922 5.765 7.892  0.38
H: -2.849 0.977 -5.146  0.74
H: 2.685 0.472 6.748  0.16
H: -0.149 -5.581 1.228  0.28
H: 4.708 2.519 -9.638  0.38
H: 4.223 6.879 -2.237  0.18
H: 3.407 -0.440 -2.594  -0.15
H: 4.492 9.390 -0.758  0.31
H: 3.372 1.687 -7.678  0.25
H: -1.949 3.612 3.943  0.39
H: -1.852 0.100 3.231  0.31
H: -6.408 -3.383 -2.578  0.32
H: -0.191 4.046 -2.640  0.52
H: 2.955 -0.378 1.951  0.25
H: -0.072 1.172 4.491  0.04
H: -4.045 -0.252 2.298  0.51
H: 2.474 3.628 10.462  0.39
H: 4.817 -0.648 7.359  0.35
H: -1.436 2.446 2.708  0.31
H: 3.545 2.437 9.702  0.33
H: 5.500 7.906 -4.661  0.31
H: 4.068 -2.714 -2.645  0.10
H: 1.655 2.968 8.179  0.18
H: 1.345 3.083 -8.019  0.28
H: 1.872 -3.250 -0.239  0.24
H: -6.514 3.309 7.342  0.42
H: 2.313 4.348 -8.764  0.35
H: -0.583 2.343 5.724  0.37
H: 1.492 3.708 -4.684  0.43
H: 4.642 -2.627 -4.368  0.33
H: 0.824 0.525 -2.753  -0.59
H: -2.977 3.834 7.265  0.31
H: 2.824 -7.315 3.801  0.34
H: 4.889 4.086 -8.826  0.36
H: 4.870 9.556 -4.511  0.36
H: 3.151 -1.459 -5.312  0.49
H: -4.296 -7.656 -2.269  0.26
H: 4.017 4.129 9.744  0.34
H: -2.974 1.738 5.259  -0.10
H: 4.664 -0.022 -3.731  0.47
H: -0.869 0.607 5.952  0.42

DFT (ωB97M-V with the def2-TZVPD basis set) results for 2 unconnected molecules or ions with the total composition FHNO3S.

Properties
- Calculated total energy: -21199.231 eV
- Relative energy (zero: lowest compared OMol25 entry of this formula, charge and spin): 34.7 kcal per mole
- Net charge: -1

Last column: Mulliken charge in e.
Atoms and positions in Å:
S: -0.718 -0.606 0.598  0.95
F: 2.043 0.948 -0.380  -0.24
O: -1.301 -1.817 0.010  -0.55
O: 0.071 -0.922 1.761  -0.51
O: -1.504 0.587 0.728  -0.50
N: 0.977 0.447 -1.239  -0.34
H: 0.432 1.364 -1.479  0.19

DFT (ωB97M-V with the def2-TZVPD basis set) results for a molecular structure, C21H31FN10O4PdS2Sb.

Properties
- Calculated total energy: -79751.701 eV
- Relative energy (zero: lowest compared OMol25 entry of this formula, charge and spin): 6.9 kcal per mole
- Net charge: +3
- Multiplicity: 5

Last column: Mulliken charge in e.
Atoms and positions in Å:
Sb: -20.198 -4.677 -8.668  1.00
Pd: -18.083 -2.796 -8.262  0.52
S: -17.667 -4.850 -6.525  -0.38
S: -15.828 -3.996 -8.993  -0.27
F: -25.650 0.030 -5.918  -0.26
O: -26.026 -2.234 -7.535  -0.53
O: -21.618 -2.246 -8.615  -0.52
O: -19.217 -0.873 -8.418  -0.56
O: -19.602 -2.069 -6.654  -0.83
N: -17.603 -2.818 -4.729  0.56
N: -14.306 1.683 -6.372  -0.35
N: -23.819 -2.181 -8.072  -0.06
N: -15.968 0.769 -7.843  -0.48
N: -15.149 2.846 -8.157  -0.36
N: -15.102 -2.874 -11.326  0.06
N: -22.355 -0.661 -7.155  0.23
N: -17.190 -2.354 -10.453  0.23
N: -16.595 -1.470 -7.087  -0.54
N: -16.506 -4.641 -4.111  0.14
C: -15.973 -6.025 -4.070  -0.78
C: -16.045 -3.031 -10.369  0.12
C: -15.273 -2.116 -12.433  0.67
C: -19.885 -1.080 -7.393  1.15
C: -16.458 -1.417 -12.528  -1.10
C: -19.500 -6.672 -8.694  -1.39
C: -14.198 -2.084 -13.454  -1.38
C: -23.409 -0.062 -6.476  -0.09
C: -16.353 -3.713 -3.142  -0.34
C: -15.135 1.738 -7.430  0.61
C: -24.665 -0.542 -6.570  0.20
C: -24.960 -1.714 -7.399  0.25
C: -21.016 -0.084 -7.010  -1.32
C: -17.035 -2.568 -3.535  -0.37
C: -22.545 -1.724 -7.994  0.29
C: -21.338 -4.695 -10.432  -1.32
C: -21.565 -4.945 -7.096  -1.22
C: -17.274 -4.079 -5.122  0.39
C: -16.213 -0.395 -7.355  0.50
C: -17.414 -1.550 -11.498  0.73
C: -18.709 -0.831 -11.583  -0.92
H: -15.789 2.891 -8.927  0.23
H: -21.793 -4.018 -6.574  0.26
H: -22.466 -5.368 -7.518  0.47
H: -17.182 -1.627 -3.048  0.52
H: -19.322 -7.015 -7.674  0.46
H: -20.799 -5.231 -11.211  0.43
H: -14.216 0.853 -5.813  0.19
H: -14.158 -1.121 -13.953  0.40
H: -18.532 0.244 -11.698  0.39
H: -20.870 0.161 -5.944  0.46
H: -13.224 -2.320 -13.030  0.41
H: -14.435 -2.817 -14.231  0.32
H: -20.898 0.808 -7.625  0.34
H: -16.054 -6.432 -5.073  0.29
H: -16.572 -6.631 -3.391  0.36
H: -22.283 -5.189 -10.230  0.43
H: -16.659 -0.800 -13.390  0.53
H: -14.927 -6.033 -3.739  0.35
H: -19.338 -1.016 -10.718  -0.16
H: -14.240 -3.387 -11.196  0.32
H: -19.219 -1.135 -12.495  0.44
H: -21.525 -3.670 -10.743  0.32
H: -23.206 0.796 -5.858  0.46
H: -13.660 2.436 -6.182  0.22
H: -23.984 -2.942 -8.716  0.19
H: -14.603 3.669 -7.942  0.20
H: -18.172 -2.187 -5.293  0.09
H: -15.792 -3.920 -2.248  0.53
H: -20.310 -7.253 -9.132  0.44
H: -21.130 -5.665 -6.406  0.43
H: -18.604 -6.813 -9.281  0.39

DFT (ωB97M-V with the def2-TZVPD basis set) results for 6 unconnected molecules or ions with the total composition C23H49FN2O14P.

Properties
- Calculated total energy: -68280.352 eV
- Net charge: +1

Last column: Mulliken charge in e.
Atoms and positions in Å:
P: -2.477 0.756 -3.576  0.54
F: -1.927 4.674 -4.911  -0.32
O: 1.435 -0.990 0.950  -0.47
O: -1.778 -5.719 3.721  -0.51
O: 6.459 -5.227 -3.846  -0.53
O: -2.367 -0.946 6.737  -0.53
O: -1.423 1.549 -1.328  -0.35
O: 0.123 -2.631 2.804  -0.47
O: -3.508 3.850 -2.421  -0.37
O: -4.198 3.198 0.157  -0.47
O: -0.222 -2.701 6.303  -0.48
O: -1.888 4.875 1.464  -0.49
O: 0.331 -6.886 5.142  -0.54
O: -0.160 4.431 0.206  -0.24
O: -0.104 0.045 -2.299  -0.31
O: 5.556 -2.688 -3.099  -0.52
N: -2.286 0.031 -4.954  -0.80
N: 0.020 2.198 -3.049  0.92
C: 3.092 -0.605 -2.294  0.95
C: 0.657 3.265 0.268  -0.62
C: 0.706 1.755 -4.231  -1.04
C: 5.267 -3.212 -4.391  -0.20
C: -1.018 3.637 -4.913  -0.51
C: 1.128 2.067 -1.996  -0.36
C: -4.342 4.726 -1.661  -0.43
C: 6.356 -4.179 -4.810  -0.55
C: 1.215 1.166 -5.128  0.20
C: -1.024 -7.082 5.556  -0.52
C: 0.007 -1.352 6.715  -0.49
C: -5.126 3.911 -0.656  -0.55
C: 1.468 3.219 -1.048  -1.37
C: -0.920 1.146 -2.605  -0.15
C: -1.129 -0.473 6.231  -0.17
C: 0.446 -3.118 1.499  -0.72
C: 0.933 0.618 -1.419  1.14
C: -1.858 -5.891 5.134  -0.01
C: 0.482 -1.962 0.522  -0.01
C: 0.132 5.243 2.602  -1.18
C: -0.701 4.826 1.406  0.64
C: -0.507 3.555 -3.460  -0.12
C: 2.204 -0.098 -1.678  -2.93
H: -1.376 -7.988 5.064  0.29
H: -3.695 5.446 -1.148  0.27
H: 7.322 -3.676 -4.832  0.29
H: -1.479 -4.977 5.606  0.02
H: -0.867 -5.936 3.483  0.35
H: -1.056 -7.226 6.640  0.33
H: 5.940 -3.419 -2.597  0.33
H: -0.801 -2.355 2.791  0.28
H: -5.742 3.168 -1.163  0.26
H: 0.423 4.345 3.168  0.30
H: -0.502 -1.474 0.475  0.09
H: -2.904 -6.027 5.407  0.32
H: 0.046 -1.358 7.803  0.28
H: -3.244 -0.073 -2.710  0.11
H: -0.288 -3.870 1.199  0.34
H: 0.697 0.547 -0.361  0.69
H: -0.995 0.557 6.561  0.35
H: 1.372 3.403 1.096  0.53
H: 2.516 3.076 -0.758  0.58
H: 4.051 -0.893 -2.683  0.72
H: 1.632 0.564 -5.906  0.50
H: -1.288 -0.088 -5.113  0.27
H: 0.251 4.334 -3.341  0.40
H: 0.760 -2.300 -0.477  0.27
H: 6.152 -4.607 -5.796  0.32
H: -5.766 4.541 -0.033  0.37
H: -5.001 5.262 -2.342  0.33
H: 0.103 2.349 0.496  0.45
H: 1.416 4.213 -1.501  0.46
H: -3.745 3.833 0.725  0.32
H: 2.034 1.969 -2.595  0.35
H: 4.300 -3.728 -4.338  0.27
H: 1.370 -0.964 1.915  0.31
H: 5.670 -5.775 -3.921  0.32
H: 0.969 -1.009 6.323  0.31
H: -1.183 -0.495 5.133  0.10
H: 1.427 -3.584 1.572  0.35
H: -0.239 3.928 -5.622  0.41
H: -1.887 0.766 -1.000  0.32
H: -1.297 3.829 -2.743  0.15
H: 5.189 -2.380 -5.093  0.29
H: -3.182 1.987 -3.705  0.19
H: 0.701 -6.180 5.684  0.31
H: -0.111 -2.739 5.345  0.28
H: -1.561 2.753 -5.268  0.32
H: -0.424 5.879 3.288  0.36
H: -2.310 -1.910 6.726  0.34
H: 1.077 5.714 2.303  0.36
H: -3.205 3.184 -1.787  0.19

Number 2 is which compound? FHNO3S